C2H10N2O3 | ωB97M-V/def2-TZVPD

Summary:
Multiplicity   1
LUMO   -0.157 hartree

CARTESIAN COORDINATES (ANGSTROEM)
C -0.996146 -0.838129 1.005004
N 0.334608 -0.757249 0.442378
C 0.289258 -0.614857 -1.017371
N 1.693504 -0.543024 -1.518074
O -0.498692 -1.478650 -1.558132
H -0.992774 -0.556690 2.056401
H -1.393140 -1.849421 0.849121
H -1.662905 -0.153742 0.459230
H 0.780480 0.096441 0.813033
H 1.592533 -1.082788 -2.386926
H 2.201921 -1.219506 -0.954070
H -0.399869 2.743404 -0.576877
H -0.152002 0.447134 -1.187935
O -0.277161 1.869380 -0.203652
H -0.486434 1.923714 0.809528
H -0.275993 2.247042 2.922995
O -0.391013 1.541213 2.267646

Cartesian forces, eV/Å:
-0.03 -1.29 0.30
-1.27 3.15 -0.77
2.47 -6.24 0.99
-1.07 -0.59 -0.88
0.04 2.43 -0.46
0.12 0.19 -0.14
0.07 0.17 -0.08
0.02 0.09 0.22
0.04 -0.34 0.36
0.28 0.67 -0.12
0.09 0.32 0.36
-0.06 0.20 -0.31
-0.88 2.15 1.24
0.07 -0.61 -1.34
0.16 -0.55 1.72
-0.01 -0.25 -0.40
-0.04 0.49 -0.68

C2H10N2S | ωB97M-V/def2-TZVPD

Summary:
Multiplicity   1
LUMO   0.022 hartree
SMILES   NCN.CS

CARTESIAN COORDINATES (ANGSTROEM)
C -3.820058 -0.979839 -1.183239
S -4.542055 0.700112 -0.809413
H -3.674940 -1.508402 -0.249269
H -2.896858 -0.708360 -1.672874
H -4.531286 -1.556647 -1.761997
H -5.530184 0.246356 -0.006453
N 1.792409 0.856142 1.009659
C 2.841828 0.169482 0.197520
N 4.076342 -0.028704 0.993030
H 1.442767 1.671578 0.510668
H 0.968517 0.275693 0.939143
H 3.103815 0.763505 -0.678269
H 2.429929 -0.784938 -0.125240
H 4.603155 0.838975 0.878401
H 3.736619 0.045047 1.958332

Cartesian forces, eV/Å:
-0.95 1.08 0.69
-0.11 -0.85 0.16
0.42 0.04 0.09
0.18 -0.54 -0.26
0.25 0.06 -0.49
0.20 0.20 -0.20
-0.28 -0.12 -1.03
0.11 0.39 0.68
-0.79 0.72 -0.03
0.50 0.31 0.17
-0.19 -0.36 0.49
-0.08 -0.14 -0.11
0.27 -0.14 -0.04
0.12 -0.32 0.08
0.34 -0.33 -0.21

C2H10N3 | ωB97M-V/def2-TZVPD

Summary:
Multiplicity   2
<S²>   0.753
LUMO (spin up / spin down)   0.031 / 0.030 hartree

CARTESIAN COORDINATES (ANGSTROEM)
C -1.156366 1.385520 -1.897922
N -0.052435 0.386417 -1.568541
H -2.045157 0.838498 -1.549128
H -0.976158 2.352244 -1.445839
H -1.193371 1.577006 -2.949956
H 0.766692 0.615497 -2.159313
H -0.312927 -0.375056 -2.204208
H -0.186247 0.163734 -0.000471
N 0.922553 -1.445133 2.709198
C 0.547946 -1.231660 1.391849
N 0.235753 0.006013 1.000735
H 1.378170 -2.296152 2.989859
H 1.245747 -0.648365 3.271734
H 0.716502 -2.023341 0.681873
H 0.109304 0.694777 1.730124

Cartesian forces, eV/Å:
0.81 -1.29 0.56
-0.38 0.53 -3.61
-0.06 0.97 -0.13
-0.16 -0.08 0.61
-0.33 -0.04 -0.77
0.07 0.67 1.15
-0.42 -0.58 0.80
1.45 -0.32 2.49
0.10 0.55 1.68
0.12 -2.40 0.16
-1.07 2.48 -1.50
-0.02 0.00 -0.37
-0.01 -0.44 -0.64
0.18 0.11 -0.19
-0.27 -0.16 -0.26

C2H10N3O | ωB97M-V/def2-TZVPD

Summary:
Multiplicity   1
LUMO   -0.110 hartree
Total charge   +1

CARTESIAN COORDINATES (ANGSTROEM)
C -1.136948 -1.477440 0.910690
N 0.027672 -0.566892 0.936913
C 0.898139 -0.189483 0.028681
N 2.062687 0.383645 0.374443
N 0.677622 -0.429854 -1.273126
H -1.041665 -2.062751 1.816790
H -2.045703 -0.880056 0.971637
H -1.203222 -2.075206 0.008405
H -0.008073 -0.052716 1.811664
H 2.682087 0.680188 -0.365497
H 2.262989 0.592953 1.340664
H 1.518128 -0.361072 -1.837087
H -0.188934 -0.825874 -1.605552
H -2.886185 1.710537 -0.844224
H -1.721080 2.468744 -1.370849
O -1.951834 1.838600 -0.678253

Cartesian forces, eV/Å:
0.07 0.84 -0.37
-0.83 0.31 1.31
-0.19 -0.46 -0.72
-0.61 -0.03 -0.20
1.02 0.10 0.63
-0.15 -0.45 -0.17
-0.02 0.00 -0.02
0.31 -0.22 0.08
0.65 -0.02 -0.24
0.01 0.26 0.43
0.18 -0.06 -0.23
-0.77 -0.30 -0.46
0.29 0.13 -0.07
-0.40 -0.14 0.17
0.23 0.06 0.12
0.22 -0.01 -0.27

C2H10N3O | ωB97M-V/def2-TZVPD

Summary:
Multiplicity   1
LUMO   -0.126 hartree
Total charge   +1

CARTESIAN COORDINATES (ANGSTROEM)
C 0.051646 -1.924152 -1.640729
N -0.393190 -0.659388 -0.972351
H 0.177704 -1.744495 -2.703471
H 0.997357 -2.227323 -1.200133
H -0.682365 -2.697923 -1.438060
H -1.317146 -0.373953 -1.294237
H 0.256054 0.119157 -1.141166
H -0.386092 -0.727002 0.058953
N 0.772710 1.773930 0.356877
C -0.298609 1.486424 1.221502
N -0.159351 0.268181 1.903767
O -1.313131 2.125065 1.237890
H 0.667006 2.710444 -0.014373
H 1.698410 1.633851 0.742524
H 0.772857 0.057143 2.238652
H -0.843859 0.180041 2.644354

Cartesian forces, eV/Å:
0.11 -0.05 0.30
0.39 -0.04 -0.15
-0.11 -0.04 0.01
0.04 0.07 -0.05
-0.07 0.04 -0.16
-0.06 0.05 0.13
-0.10 0.06 -0.09
-0.33 -0.09 0.07
-0.14 0.08 0.21
0.20 -0.09 -0.05
0.20 0.09 0.00
-0.14 -0.01 -0.12
0.07 0.01 0.00
0.01 -0.04 -0.04
-0.01 -0.04 -0.01
-0.05 0.00 -0.03

C2H10N4 | ωB97M-V/def2-TZVPD

Summary:
Multiplicity   1
LUMO   0.029 hartree
SMILES   [H]/N=C/N.NCN

CARTESIAN COORDINATES (ANGSTROEM)
N -2.752645 -0.604593 0.412867
C -2.166317 -0.710910 -0.941395
N -1.199956 0.321581 -1.236298
H -1.982866 -0.467541 1.073738
H -3.321290 0.225688 0.526409
H -1.857839 -1.748118 -1.024294
H -3.025482 -0.502018 -1.591382
H -1.598028 1.245368 -1.196029
H -0.387953 0.196232 -0.621404
N 2.993040 1.119150 0.757264
C 2.078752 0.132024 0.953870
N 1.438689 -0.371806 -0.042143
H 3.723124 1.179294 1.444830
H 3.125093 1.248476 -0.236667
H 1.824321 -0.104555 1.984609
H 0.888410 -1.158054 0.297156

Cartesian forces, eV/Å:
0.43 -0.33 0.70
-1.84 1.78 0.68
0.94 -1.40 -0.14
-0.28 -0.22 -0.10
-0.04 0.06 -0.30
0.62 0.18 -0.47
0.21 -0.63 -0.23
-0.02 0.03 0.23
-0.32 0.72 -0.63
-0.73 -0.31 0.13
-0.98 -0.19 -0.71
0.83 -0.29 0.85
0.22 0.34 -0.38
0.75 0.27 0.21
0.46 -0.20 0.21
-0.27 0.19 -0.06

C2H10N4 | ωB97M-V/def2-TZVPD

Summary:
Multiplicity   1
LUMO   0.024 hartree
SMILES   [H]/N=C\N.NCN

CARTESIAN COORDINATES (ANGSTROEM)
N 2.038265 0.655591 -1.785480
C 2.923623 0.480790 -0.616595
N 2.322224 -0.257059 0.483400
H 1.715174 -0.303482 -1.943363
H 1.140251 1.053350 -1.493379
H 3.403896 1.408193 -0.306596
H 3.737779 -0.090775 -1.085567
H 3.058354 -0.527597 1.122729
H 1.617496 0.262511 0.983590
N -1.950074 -0.174958 -0.320332
C -3.053890 -0.454644 0.542985
N -3.116210 -0.380788 1.792375
H -1.124341 -0.762482 -0.243450
H -1.615431 0.744272 -0.045503
H -3.912286 -0.517956 -0.133400
H -2.230217 -0.318832 2.294633

Cartesian forces, eV/Å:
-0.85 -0.48 1.04
0.27 -0.05 -1.20
0.36 -0.50 -0.35
0.33 0.08 -0.48
0.39 0.53 0.02
-0.39 0.45 -0.11
-0.02 -0.24 0.76
-0.20 -0.08 0.24
0.08 0.30 0.08
1.28 0.44 -0.12
0.16 0.70 -0.64
-0.75 -0.74 0.26
-0.28 -0.38 0.19
0.05 0.11 -0.16
-0.53 -0.38 0.95
0.12 0.24 -0.47

C2H10N5 | ωB97M-V/def2-TZVPD

Summary:
Multiplicity   1
LUMO   -0.113 hartree
Total charge   +1

CARTESIAN COORDINATES (ANGSTROEM)
N 0.901881 0.013047 0.742832
C 1.806128 0.599006 -0.026916
N 3.109797 0.322066 0.159746
N 1.423508 1.451839 -0.976253
H 1.188051 -0.392187 1.620921
H -0.097296 -0.084549 0.455014
H 3.737472 0.547279 -0.585664
H 3.307483 -0.503788 0.696029
H 2.119136 1.892491 -1.554629
H 0.439011 1.571670 -1.157252
N -1.556819 -1.045187 -0.356043
C -2.626964 -0.579941 0.486134
N -3.771108 -0.478495 -0.027124
H -1.400018 -2.048024 -0.260539
H -1.806833 -0.858572 -1.318146
H -2.304178 -0.259143 1.476398
H -4.469259 -0.147508 0.625490

Cartesian forces, eV/Å:
-0.44 0.21 0.20
-0.06 -0.26 0.02
-0.74 0.27 0.02
0.21 -0.46 0.20
0.00 -0.16 -0.19
0.65 -0.13 -0.08
0.43 0.11 -0.03
0.28 -0.04 0.02
-0.26 0.03 -0.21
0.17 0.26 -0.05
0.38 0.45 0.43
-0.30 -0.19 -1.03
0.28 -0.14 0.34
0.01 0.21 0.10
-0.25 -0.23 -0.15
-0.26 -0.27 0.24
-0.12 0.34 0.17